Here is a 13-piece molecular cluster, C19H64N14O13 overall in a non-equilibrium geometry from the OMol25 dataset. Energies are from ωB97M-V/def2-TZVPD.

Its energy above the lowest of the compared OMol25 structures with the same formula, charge and spin is 1532.53 kJ/mol. For the lowest unoccupied orbital energy, the calculation gives -0.3 eV. Its multiplicity is 1. As for the HOMO energy: -8.5119 eV. The total energy comes out at -2506.761149 a.u. As for the molar mass: 696.8 g/mol. The net charge is 0.

Atoms and positions in Å:
C1 -23.724 -8.398 -14.445
O1 -22.992 -9.179 -13.501
H1 -23.875 -8.980 -15.366
H2 -23.229 -7.439 -14.711
H3 -24.699 -8.196 -13.952
H4 -23.074 -8.697 -12.682
C2 -20.256 -9.665 -12.377
O2 -19.395 -10.106 -11.475
H5 -20.766 -10.493 -12.832
H6 -19.657 -9.217 -13.147
H7 -20.949 -8.935 -11.950
H8 -18.913 -10.805 -11.874
C3 -24.269 -11.275 -10.757
O3 -22.951 -10.871 -10.325
H9 -24.214 -12.385 -10.920
H10 -24.448 -10.670 -11.713
H11 -25.078 -11.010 -10.034
H12 -22.279 -11.505 -10.692
C4 -20.383 -8.953 -15.805
O4 -20.434 -7.670 -15.236
N1 -19.568 -9.444 -16.740
N2 -21.100 -9.893 -15.373
H13 -19.066 -8.697 -17.312
H14 -19.392 -10.397 -16.892
H15 -21.775 -9.696 -14.632
H16 -21.301 -10.639 -15.948
C5 -17.013 -6.534 -12.402
O5 -18.151 -7.053 -12.998
N3 -17.225 -5.503 -11.659
N4 -15.846 -7.046 -12.378
H17 -17.958 -4.911 -12.180
H18 -16.433 -4.959 -11.163
H19 -15.818 -7.957 -12.848
H20 -15.094 -6.593 -11.910
C6 -24.561 -7.861 -10.699
O6 -25.679 -8.652 -10.672
N5 -23.369 -8.327 -10.859
N6 -24.501 -6.616 -10.799
H21 -23.220 -9.336 -10.774
H22 -22.488 -7.769 -10.774
H23 -25.410 -6.200 -10.862
H24 -23.681 -6.210 -11.041
C7 -18.590 -6.792 -8.709
O7 -19.101 -6.942 -7.437
N7 -18.202 -5.615 -9.102
N8 -18.775 -7.549 -9.726
H25 -17.973 -4.916 -8.410
H26 -17.815 -5.506 -10.079
H27 -19.168 -8.458 -9.491
H28 -18.350 -7.434 -10.667
C8 -16.177 -9.729 -14.855
O8 -15.202 -9.329 -13.971
N9 -16.044 -10.762 -15.587
N10 -17.333 -9.219 -14.818
H29 -15.361 -11.516 -15.522
H30 -16.804 -10.932 -16.302
H31 -17.498 -8.580 -14.081
H32 -18.081 -9.278 -15.503
C9 -18.970 -12.765 -14.890
O9 -20.093 -13.415 -15.401
N11 -18.948 -11.495 -14.577
N12 -17.800 -13.348 -14.602
H33 -19.777 -10.917 -14.804
H34 -18.138 -10.822 -14.346
H35 -17.474 -14.288 -14.823
H36 -17.078 -12.671 -14.436
C10 -21.613 -9.056 -8.119
O10 -20.767 -9.296 -9.151
N13 -21.275 -8.597 -6.932
N14 -22.661 -9.774 -7.972
H37 -20.404 -8.031 -7.028
H38 -21.934 -7.872 -6.496
H39 -22.851 -10.214 -8.922
H40 -23.576 -9.661 -7.469
C11 -16.689 -11.866 -11.709
C12 -17.446 -13.040 -11.326
C13 -17.815 -12.909 -9.849
O11 -18.531 -13.070 -11.932
H41 -15.680 -11.776 -11.301
H42 -17.207 -10.923 -11.540
H43 -16.532 -11.888 -12.789
H44 -16.853 -13.933 -11.506
H45 -18.408 -12.110 -9.577
H46 -16.845 -12.700 -9.291
H47 -18.204 -13.886 -9.558
H48 -18.260 -13.287 -12.814
C14 -22.297 -12.790 -13.237
C15 -21.864 -13.351 -11.904
C16 -20.976 -14.583 -12.147
O12 -21.267 -12.643 -11.098
H49 -22.618 -13.641 -13.826
H50 -21.627 -12.206 -13.793
H51 -23.093 -12.052 -13.166
H52 -22.714 -13.701 -11.453
H53 -21.600 -15.364 -12.560
H54 -20.598 -14.979 -11.250
H55 -20.195 -14.385 -12.961
H56 -20.368 -12.695 -11.350
C17 -21.833 -5.618 -12.689
C18 -21.053 -5.781 -11.399
C19 -21.516 -4.836 -10.311
O13 -21.159 -6.863 -10.782
H57 -21.452 -6.360 -13.435
H58 -21.637 -4.636 -13.127
H59 -22.879 -5.768 -12.625
H60 -19.945 -5.637 -11.671
H61 -21.391 -3.814 -10.527
H62 -20.783 -4.906 -9.478
H63 -22.518 -5.085 -9.843
H64 -20.261 -7.072 -10.540

Atomic partial charges in e from the Löwdin method, atoms 1 to 99: -0.12, -0.17, 0.08, 0.08, 0.10, 0.02, -0.20, -0.07, 0.05, 0.05, 0.09, 0.01, -0.09, -0.21, 0.09, 0.09, 0.09, 0.06, -0.59, -0.09, 0.13, 0.17, 0.17, 0.09, 0.08, 0.11, -0.64, -0.10, 0.08, 0.23, 0.18, 0.18, 0.08, 0.13, -0.64, -0.12, 0.16, 0.20, 0.05, 0.09, 0.14, 0.02, -0.59, -0.11, 0.14, 0.17, 0.12, 0.06, 0.09, 0.12, -0.65, -0.11, 0.17, 0.18, 0.14, 0.15, 0.07, 0.07, -0.57, -0.11, 0.17, 0.15, 0.05, 0.11, 0.15, 0.06, -0.63, -0.08, 0.13, 0.15, 0.05, 0.15, 0.06, 0.15, -0.04, -0.65, 0.00, -0.02, 0.11, 0.09, 0.06, 0.15, 0.06, 0.11, 0.09, 0.04, -0.02, -0.62, -0.01, 0.05, 0.09, 0.02, 0.07, 0.11, 0.08, 0.07, 0.09, 0.08, -0.01